An isolated ion of composition C3H8N3 and charge +1 at a distorted geometry, computed with ωB97M-V/def2-TZVPD.

Positions of all 14 atoms, in Å:
H -2.761 0.630 -2.012
N -1.869 0.689 -1.598
N -1.598 -0.023 -0.677
C -0.002 0.206 -0.314
C 0.776 1.108 -1.170
N 0.541 -0.388 0.663
C -0.172 -1.356 1.472
H 0.357 1.202 -2.231
H 0.825 2.063 -0.793
H 1.902 0.855 -1.216
H 1.485 -0.249 1.062
H -1.218 -1.246 1.173
H 0.144 -1.175 2.588
H 0.193 -2.374 1.268

Force components x, y, z for each atom (eV/Å):
H -2.100 -0.611 0.161
N 2.839 1.280 -0.660
N 1.544 -0.919 1.307
C -0.522 1.116 -1.620
C 1.574 -1.740 -2.645
N -0.223 -1.011 1.309
C 0.271 -0.499 2.139
H 0.522 -0.325 1.630
H -0.450 2.515 1.067
H -1.853 -0.185 0.014
H -0.294 0.502 -1.334
H 0.105 -0.390 0.943
H -1.271 -0.122 -2.054
H -0.141 0.388 -0.256

**Frontier orbital gap**: 9.13 eV
**Total charge**: +1
**ΔE to the lowest compared entry with this formula, charge and spin**: 88.6 kcal per mole
**Max |F|**: 0.069 hartree/bohr
**SMILES**: [H]/N=N/C(C)=[NH+]\C
**Highest occupied orbital energy**: -14.3 eV

A 2-piece molecular cluster, C3H8N3 overall at a distorted geometry, computed with ωB97M-V/def2-TZVPD.

Positions of all 14 atoms, in Å:
C -0.645 -0.136 1.461
C 0.371 0.582 0.624
C -1.471 0.005 -1.080
N 2.962 0.298 -0.455
N 2.437 -0.452 0.213
N -0.563 -0.395 0.026
H -0.220 -1.028 2.091
H -1.686 0.111 1.934
H 0.353 1.671 0.427
H -1.475 1.066 -1.300
H -1.337 -0.418 -2.139
H -2.478 -0.206 -0.849
H 3.872 0.230 -0.913
H -0.118 -1.326 -0.040

Force components x, y, z for each atom (eV/Å):
C -0.702 -0.974 2.838
C -0.467 -0.371 1.551
C -0.468 0.141 -1.907
N 0.376 2.019 -1.154
N -1.651 -0.899 1.282
N 1.196 -0.782 -1.862
H -0.762 1.591 -1.384
H 2.137 0.446 -1.270
H -0.141 -0.911 -0.457
H 0.559 0.320 0.668
H 0.728 -0.161 1.985
H -1.111 -0.570 0.635
H 0.638 -0.534 -0.054
H -0.332 0.686 -0.871

**Frontier orbital gap (alpha / beta)**: 7.74 / 9.45 eV
**Total charge**: +1
**ΔE to the lowest compared entry with this formula, charge and spin**: 158.9 kcal per mole
**Max |F|**: 0.060 hartree/bohr
**Highest occupied orbital energy (alpha / beta)**: -12.6 / -13.4 eV

An isolated ion of composition C3H8N3 and charge +1 at a distorted geometry, computed with ωB97M-V/def2-TZVPD.

Positions of all 14 atoms, in Å:
C 1.470 -0.652 2.049
C 0.207 -0.752 1.626
N -0.453 -0.615 0.233
N 0.225 -0.267 -0.935
C -0.256 0.691 -1.671
N -1.387 1.335 -1.609
H 2.126 -0.176 1.363
H 1.739 -0.981 2.954
H -0.557 -0.958 2.325
H -1.071 -1.362 0.313
H 1.071 -0.744 -1.340
H 0.250 0.829 -2.625
H -1.406 2.297 -1.981
H -1.960 1.356 -0.702

Force components x, y, z for each atom (eV/Å):
C -2.688 1.328 -4.573
C 0.852 0.479 -1.725
N 2.545 2.235 3.472
N 0.187 -1.135 0.575
C 0.316 -0.427 -1.901
N -1.794 1.979 3.138
H 1.205 -0.137 -0.289
H 0.948 -0.693 3.364
H -1.016 -0.698 0.322
H -1.254 -1.715 -1.662
H -1.087 0.210 1.066
H 0.487 0.253 0.318
H 0.079 -0.987 -0.507
H 1.220 -0.691 -1.597

**Frontier orbital gap**: 9.53 eV
**Total charge**: +1
**ΔE to the lowest compared entry with this formula, charge and spin**: 77.3 kcal per mole
**Max |F|**: 0.106 hartree/bohr
**SMILES**: C=CN/[NH+]=C\N
**Highest occupied orbital energy**: -13.3 eV

A 2-piece molecular cluster, C3H8N3O overall at a distorted geometry, computed with ωB97M-V/def2-TZVPD.

Positions of all 15 atoms, in Å:
C -1.012 1.055 0.674
C 0.170 1.136 1.564
C 0.194 -0.088 -1.636
N -1.397 0.812 -0.481
N 1.092 -0.316 -0.769
N 0.838 -1.794 -0.132
O -1.264 1.495 1.883
H 1.022 1.950 1.449
H 0.483 0.295 2.116
H -0.567 -0.744 -2.064
H 0.366 0.840 -2.161
H -2.306 1.248 -0.750
H 1.674 -2.298 -0.119
H -0.122 -2.154 -0.442
H 0.829 -1.438 0.871

Force components x, y, z for each atom (eV/Å):
C 2.358 0.024 1.205
C 0.353 1.534 -1.401
C 0.001 0.315 -0.663
N -1.960 1.171 -0.573
N 0.538 -2.449 0.196
N -2.758 4.461 1.593
O 0.088 0.790 -0.166
H -2.397 -1.365 0.296
H 0.224 -0.860 0.694
H 0.399 -0.103 0.210
H -0.083 0.149 -0.075
H 0.530 -0.837 0.453
H 1.407 -1.733 -1.140
H 2.093 -0.151 0.647
H -0.794 -0.945 -1.275

**Frontier orbital gap**: 10.95 eV
**Total charge**: +1
**ΔE to the lowest compared entry with this formula, charge and spin**: 126.2 kcal per mole
**Max |F|**: 0.107 hartree/bohr
**Highest occupied orbital energy**: -14.5 eV

Number 1: E -283.02250 Eh. Number 2: E -282.91049 Eh. Number 3: E -283.04052 Eh. Number 4: E -358.19528 Eh.